[1]
Entry from the OMol25 dataset: C30H46IN6O6PSiTi as an isolated structure (the ωB97M-V functional and the def2-TZVPD basis).

Geometry as XYZ:
```
92
Properties=species:S:1:pos:R:3:lowdin_charge:R:1
Ti -0.0693 -1.2928 -0.2533 0.969
O -4.1519 -5.6765 0.9161 0.090
C -3.3287 -4.6315 0.6960 -0.267
C -3.5848 -3.6774 -0.2932 0.086
C -2.6649 -2.6640 -0.4472 -0.163
N -1.5944 -2.5901 0.3246 0.040
C -1.3240 -3.4979 1.2515 -0.140
C -2.1708 -4.5580 1.4761 0.102
C 0.0685 -3.2987 1.8393 -0.548
O 0.4910 -4.0246 2.7079 0.100
O 0.7043 -2.3311 1.2367 -0.146
C -2.6026 -1.6335 -1.5698 -0.553
O -3.5750 -1.3471 -2.2267 0.101
O -1.3851 -1.1819 -1.7020 -0.140
H -4.8994 -5.6442 0.3085 0.118
H -4.4496 -3.7316 -0.9428 0.137
H -1.9355 -5.3162 2.2089 0.140
N -0.6062 0.1183 0.7241 -0.219
P -0.3361 1.5794 1.2121 0.641
N 1.1952 1.8307 1.7817 -0.176
C 2.1421 0.6914 1.7502 -0.189
C 3.3249 0.9819 2.6591 -0.177
C 4.1229 2.1920 2.1628 -0.187
C 3.1846 3.2720 1.5927 -0.173
C 1.7836 3.1161 2.1720 -0.229
N -1.3696 1.8543 2.4885 -0.196
C -1.2162 2.9475 3.4388 -0.199
C -2.1445 4.1166 3.1241 -0.183
C -3.5924 3.6320 3.1154 -0.204
C -3.7551 2.4629 2.1470 -0.183
C -2.7463 1.3571 2.4523 -0.207
N -0.6261 2.7328 0.0168 -0.173
C -1.8643 2.4828 -0.7621 -0.208
C -1.5473 2.0152 -2.1753 -0.170
C -0.8550 3.1324 -2.9616 -0.185
C -0.0501 4.0185 -2.0065 -0.179
C 0.4843 3.2223 -0.8241 -0.206
H 2.4955 0.5148 0.7287 0.108
H 1.6293 -0.2115 2.0754 0.096
H 3.9580 0.0946 2.7031 0.116
H 2.9592 1.1532 3.6747 0.115
H 4.8244 1.8737 1.3885 0.106
H 4.7230 2.5991 2.9788 0.105
H 3.1325 3.1878 0.5066 0.098
H 3.5586 4.2724 1.8190 0.113
H 1.1236 3.9281 1.8700 0.106
H 1.8559 3.1757 3.2653 0.112
H -0.1771 3.2598 3.4852 0.079
H -1.4673 2.5529 4.4323 0.126
H -1.8828 4.5226 2.1415 0.108
H -2.0059 4.9101 3.8625 0.110
H -4.2740 4.4444 2.8560 0.107
H -3.8605 3.3029 4.1263 0.112
H -3.5992 2.8200 1.1259 0.086
H -4.7681 2.0565 2.1971 0.113
H -2.8074 0.5414 1.7336 0.093
H -2.9677 0.9343 3.4409 0.123
H -2.4646 3.3988 -0.7955 0.117
H -2.4576 1.7271 -0.2486 0.088
H -2.4617 1.6815 -2.6673 0.120
H -0.9036 1.1385 -2.1091 0.088
H -1.5880 3.7383 -3.4989 0.106
H -0.1948 2.6982 -3.7163 0.105
H -0.6732 4.8292 -1.6192 0.113
H 0.7891 4.4894 -2.5219 0.112
H 1.1247 3.8749 -0.2415 0.089
H 1.1067 2.3948 -1.1883 0.101
I -1.6190 -6.5713 -3.8136 0.888
C -0.2418 -5.6339 -2.5678 -0.714
C 0.8721 -6.3057 -2.0910 -0.124
C 1.7408 -5.6203 -1.2577 -0.030
C 1.4548 -4.3065 -0.9235 -0.119
N 0.3781 -3.6660 -1.3802 0.064
C -0.4463 -4.3147 -2.1971 -0.196
H 1.0556 -7.3368 -2.3610 0.101
H 2.6231 -6.1007 -0.8584 0.115
H 2.0926 -3.7478 -0.2505 0.115
H -1.2952 -3.7574 -2.5754 0.101
C 3.1232 0.7895 -2.7156 -0.153
Si 2.4984 -0.9474 -2.4349 0.314
C 3.9260 -2.0582 -1.9609 -0.158
C 1.6864 -1.5728 -3.9880 -0.149
O 1.3975 -0.9034 -1.2115 -0.401
H 3.6241 0.8760 -3.6826 0.035
H 3.8303 1.0986 -1.9415 0.030
H 2.2878 1.4933 -2.7105 0.009
H 4.8531 -1.7215 -2.4308 0.032
H 3.7492 -3.0888 -2.2755 0.021
H 4.0813 -2.0537 -0.8793 0.034
H 2.3540 -1.4654 -4.8464 0.035
H 0.7678 -1.0189 -4.1957 0.038
H 1.4229 -2.6287 -3.8941 0.019
```

Computed properties:
lowest unoccupied orbital energy: 0.132 eV
F_max: 0.0176 Eh/bohr
E_tot: -101474.6708 eV


[2]
Entry from the OMol25 dataset: C30H46N5O2RhSi2 as an isolated structure (the ωB97M-V functional and the def2-TZVPD basis).

Geometry as XYZ:
```
86
Properties=species:S:1:pos:R:3:lowdin_spin:R:1
Rh -0.4096 0.4583 -0.6511 2.291
C -4.0292 2.5278 -2.1987 0.013
C -3.0744 1.9964 -1.1550 0.075
O -2.4575 0.9488 -1.3947 0.134
C -2.9597 2.7688 0.0466 0.155
C -2.0139 2.6384 1.0449 0.020
C -2.1033 3.5351 2.2522 -0.007
N -0.9882 1.7592 0.9801 0.287
N -0.2329 1.7114 2.0557 0.228
C 0.8623 0.9287 1.9354 0.086
O 1.2607 0.4588 0.8467 0.189
C 1.6060 0.6522 3.1840 0.005
C 1.2046 1.1816 4.4108 0.012
C 1.8850 0.8480 5.5694 -0.001
C 2.9829 -0.0006 5.5156 0.012
C 3.4006 -0.5117 4.2936 0.000
C 2.7161 -0.1911 3.1349 0.010
H -3.9698 1.9259 -3.1017 0.000
H -3.7810 3.5648 -2.4290 0.004
H -5.0516 2.5123 -1.8156 0.002
H -3.6597 3.5855 0.1555 0.009
H -2.9361 4.2279 2.1607 0.001
H -1.1701 4.0806 2.3859 -0.002
H -2.2382 2.9181 3.1419 -0.002
H 0.3589 1.8552 4.4390 0.000
H 1.5580 1.2436 6.5226 0.000
H 3.5139 -0.2590 6.4226 0.001
H 4.2614 -1.1667 4.2503 0.000
H 3.0204 -0.5943 2.1772 0.001
C 3.8541 -1.4668 -2.9609 0.009
Si 2.8617 -0.7650 -1.4987 0.028
C 4.0281 0.3971 -0.5745 0.000
C 2.3855 -2.2708 -0.4575 0.003
C 1.3083 0.0704 -2.1345 0.194
C 0.4272 -0.8584 -2.8565 0.029
C 0.5984 -1.3036 -4.1739 0.006
C -0.3541 -2.1248 -4.7451 0.002
C -1.4769 -2.4792 -4.0044 0.005
C -1.5715 -2.0207 -2.7048 0.010
N -0.6314 -1.2697 -2.1301 0.062
Si 1.3957 1.7885 -2.8687 0.043
C 2.6338 1.8716 -4.3123 0.015
C -0.2839 2.3508 -3.5608 0.009
C 1.9799 3.0642 -1.5977 0.007
H 4.7354 -2.0038 -2.5996 0.001
H 4.1992 -0.6772 -3.6318 0.000
H 3.2558 -2.1690 -3.5457 0.000
H 4.7151 -0.1755 0.0543 0.000
H 3.4756 1.0831 0.0651 0.000
H 4.6326 0.9790 -1.2744 0.000
H 3.2654 -2.8493 -0.1637 0.000
H 1.7160 -2.9316 -1.0141 0.000
H 1.8708 -1.9516 0.4481 0.000
H 1.4709 -0.9862 -4.7284 0.001
H -0.2352 -2.4851 -5.7595 0.000
H -2.2593 -3.0972 -4.4219 0.001
H -2.4360 -2.2641 -2.0990 0.000
H 2.3227 1.2452 -5.1518 0.000
H 3.6262 1.5409 -3.9976 0.000
H 2.7294 2.8965 -4.6821 0.002
H -0.8822 1.5041 -3.9068 0.000
H -0.1409 3.0301 -4.4038 0.001
H -0.8654 2.8787 -2.8002 0.002
H 3.0515 2.9682 -1.4141 0.000
H 1.4624 2.9407 -0.6429 0.002
H 1.7898 4.0771 -1.9610 0.000
C -2.3696 -0.7123 2.7299 0.004
C -3.0149 -1.8500 3.5704 0.002
N -2.8606 -3.1288 2.8849 0.000
C -1.4389 -3.4179 2.7155 0.001
C -0.7571 -2.2812 1.9020 0.001
N -1.7527 -1.2713 1.5207 0.035
C -2.7938 -1.9299 0.7258 0.001
C -3.4875 -3.0388 1.5684 0.000
H -1.6085 -0.1892 3.3042 0.001
H -3.1206 0.0190 2.4187 0.000
H -4.0818 -1.6713 3.7234 0.000
H -2.5459 -1.9274 4.5538 0.000
H -1.3463 -4.3776 2.2024 0.000
H -0.9850 -3.5232 3.7034 0.000
H -0.3097 -2.6689 0.9861 0.000
H 0.0243 -1.8035 2.4864 0.000
H -2.3099 -2.3580 -0.1516 0.000
H -3.5041 -1.1695 0.3930 0.000
H -3.3978 -4.0132 1.0834 0.000
H -4.5496 -2.8277 1.7107 0.000
```

Computed properties:
2S+1: 5
lowest unoccupied orbital energy (spin up / spin down): 0.317 / -1.602 eV
F_max: 0.0160 Eh/bohr
E_tot: -62164.9082 eV